No. 1
Molecular formula: C25H42ClN6O5S2
Method: DFT, ωB97M-V/def2-TZVPD

Structure (ORCA input):
```
! RIJCOSX wB97M-V def2-TZVPD def2/J DEFGRID3
* xyz 1 1
H -3.6293 0.1589 1.7901
N -3.5718 1.1424 1.5169
C -2.6250 1.3443 0.7102
C -1.6489 0.3170 0.2008
C -0.4462 0.1689 1.1370
C 0.5998 -0.6780 0.5329
C 1.4963 -1.3418 0.0749
O -1.0016 -0.4220 2.2989
C -0.2225 -0.6577 3.4377
O -1.0708 -0.3519 4.4781
C 0.3791 -2.0408 3.5164
C -0.6492 -3.1766 3.5678
C -1.4253 -3.4942 2.2880
C -0.5635 -3.8651 1.0705
C -1.1753 -3.4420 -0.2661
O -1.2054 -4.5741 -1.1491
C -1.2591 -4.2230 -2.4767
C -2.6380 -3.9047 -2.9921
O -0.2754 -4.2019 -3.1487
N 0.8828 0.4035 3.4042
Cl 1.6477 0.5799 4.9254
C 0.4219 1.5776 2.8356
N 0.3030 2.6840 3.5048
C -0.2263 3.9597 2.9984
C 0.8340 4.9908 2.6287
C 0.1976 6.3701 2.4530
N -0.8376 6.3320 1.4185
N 0.0751 1.5205 1.5016
C 1.2118 1.9956 0.6508
C 0.8118 2.3085 -0.7958
C 1.1331 1.2318 -1.8374
S 2.8745 0.7409 -1.7139
C 2.8691 -0.7855 -2.6235
S 3.8528 -1.9908 -2.1324
N 1.9709 -0.8365 -3.6599
C 1.7522 -2.1623 -4.2603
C 0.5695 -2.1029 -5.2174
O 0.7187 -1.0944 -6.2010
C 0.8758 0.1614 -5.5856
C 2.1215 0.1837 -4.7227
H -2.4843 2.3735 0.3752
H -1.2928 0.5515 -0.8010
H -2.1249 -0.6666 0.1627
H 2.2861 -1.9402 -0.3310
H -0.8950 -0.9337 5.2283
H 0.9736 -2.0709 4.4357
H 1.0776 -2.1664 2.6905
H -0.1018 -4.0744 3.8709
H -1.3759 -2.9880 4.3649
H -2.0736 -4.3442 2.5183
H -2.1007 -2.6702 2.0398
H -0.4453 -4.9494 1.0211
H 0.4402 -3.4498 1.1648
H -0.5794 -2.6579 -0.7421
H -2.1966 -3.0659 -0.1246
H -3.3815 -3.8573 -2.1997
H -2.9250 -4.6738 -3.7112
H -2.6016 -2.9536 -3.5262
H 0.5713 2.6571 4.4808
H -0.8996 3.7439 2.1708
H -0.8254 4.3601 3.8213
H 1.3036 4.7435 1.6757
H 1.6120 5.0232 3.3973
H 0.9850 7.0520 2.1290
H -0.1961 6.7233 3.4113
H -1.7725 6.3626 1.7979
H -0.7388 7.0860 0.7564
H 2.0347 1.2786 0.7002
H 1.5701 2.9147 1.1060
H 1.3248 3.2317 -1.0803
H -0.2564 2.5417 -0.8383
H 0.9338 1.6198 -2.8364
H 0.5104 0.3443 -1.7108
H 2.6522 -2.5069 -4.7808
H 1.5231 -2.8645 -3.4560
H 0.4920 -3.0469 -5.7559
H -0.3530 -1.9300 -4.6454
H 0.0014 0.3791 -4.9518
H 0.9293 0.9190 -6.3675
H 2.9901 -0.0870 -5.3348
H 2.2811 1.1670 -4.2836
*
```

Properties
E_LUMO   -3.09 eV
Highest occupied orbital energy   -0.395 Ha
SMILES   [H]/N=C\C[C@]1(C#C)O[C@@](O)(CCCCCOC(C)=O)[N+](Cl)=C(NCCCN)N1CCCSC(=S)N1CCOCC1
Frontier orbital gap   7.652 eV



No. 2
Molecular formula: C25H43Br2ClFN6O
Method: DFT, ωB97M-V/def2-TZVPD

Structure (ORCA input):
```
! RIJCOSX wB97M-V def2-TZVPD def2/J DEFGRID3
* xyz 1 1
C -1.8761 -1.7435 -0.7325
C -1.6565 -0.8898 0.5011
O -1.1802 0.4304 0.0960
N -0.2568 0.9295 0.9548
C 0.9733 1.0911 0.5504
N 1.4227 0.6939 -0.6570
C 2.8761 1.0160 -0.7215
F 2.9575 2.2379 -1.3564
C 3.6201 -0.0352 -1.5175
C 4.8643 0.4863 -2.2445
C 3.1962 1.1656 0.7600
C 4.5086 1.7619 1.2292
C 5.3627 0.8182 2.0798
C 5.9560 -0.3459 1.2978
Cl 4.4380 0.1590 3.4727
N 1.9110 1.7119 1.3465
C 1.6750 3.1143 1.5726
Br 1.0563 4.1340 0.1124
C 1.8181 3.6307 2.7912
C 2.2007 2.8471 4.0112
Br 1.5468 5.4530 3.0929
H -2.9033 -1.7222 -1.0933
H -1.6530 -2.7832 -0.4818
H -1.2086 -1.4507 -1.5480
H -0.9070 -1.3354 1.1633
H -2.5701 -0.7623 1.0857
H -0.5525 1.2378 1.8747
H 1.1461 -0.2490 -0.9165
H 2.9094 -0.3892 -2.2689
H 3.8586 -0.8892 -0.8774
H 5.4108 1.2425 -1.6779
H 5.5370 -0.3426 -2.4641
H 4.5837 0.9428 -3.1949
H 3.1878 0.1133 1.0778
H 4.3413 2.7172 1.7337
H 5.1166 1.9897 0.3474
H 6.1720 1.4022 2.5201
H 5.2304 -1.1515 1.1555
H 6.7984 -0.7732 1.8440
H 6.3121 -0.0156 0.3182
H 1.7270 1.8644 4.0086
H 1.8926 3.3807 4.9092
H 3.2805 2.7022 4.0653
C 1.6590 1.3551 -6.1431
C 0.3973 0.5020 -6.1697
C 0.0642 -0.1045 -4.8002
C 1.1348 -0.9774 -4.3189
N 1.9861 -1.6514 -3.9390
H 2.5341 0.7591 -5.8781
H 1.8452 1.7954 -7.1215
H 1.5695 2.1693 -5.4208
H 0.5048 -0.3017 -6.8994
H -0.4543 1.1058 -6.4846
H -0.8539 -0.6923 -4.8447
H -0.0817 0.6868 -4.0605
C -4.0370 2.9335 1.9323
C -5.3597 2.1901 1.7960
C -5.6792 1.3090 3.0106
C -4.6586 0.2829 3.2179
N -3.8491 -0.5162 3.3838
H -3.2007 2.2344 2.0074
H -3.8617 3.5707 1.0663
H -4.0281 3.5656 2.8217
H -5.3467 1.5696 0.8981
H -6.1740 2.9049 1.6747
H -6.6391 0.8075 2.8831
H -5.7391 1.9111 3.9190
C -4.6692 -4.4425 1.9809
C -5.0964 -5.6439 1.1468
C -4.1794 -5.8856 -0.0590
C -4.1744 -4.7405 -0.9684
N -4.1934 -3.8161 -1.6509
H -4.7165 -3.5195 1.4004
H -5.3203 -4.3200 2.8454
H -3.6480 -4.5604 2.3494
H -6.1202 -5.5082 0.7950
H -5.0881 -6.5447 1.7615
H -4.4962 -6.7631 -0.6237
H -3.1536 -6.0599 0.2725
*
```

Properties
E_LUMO   -2.59 eV
Highest occupied orbital energy   -0.439 Ha
Frontier orbital gap   9.349 eV



No. 3
Molecular formula: C25H43BrCsN5O5
Method: DFT, ωB97M-V/def2-TZVPD

Structure (ORCA input):
```
! RIJCOSX wB97M-V def2-TZVPD def2/J DEFGRID3
* xyz 0 1
Cs 0.4931 0.8926 -3.2214
C -4.2523 -2.3735 0.6361
C -2.9504 -1.6487 0.9890
C -1.8825 -2.6780 1.3978
C -0.5924 -2.1031 2.0084
C -0.8835 -1.3402 3.2979
C 0.4029 -3.2281 2.2790
N -0.0081 -1.1760 0.9843
C 0.9218 -0.1383 1.4648
C 1.6128 0.4564 0.2593
N 2.5372 1.5039 0.6156
C 3.4074 1.7740 -0.5333
C 2.6792 1.8570 -1.8973
O 1.7216 2.6612 -2.0007
O 3.0533 1.0740 -2.7911
C 2.0497 2.6676 1.3816
C 2.1548 2.4019 2.8915
C 0.7720 3.4198 0.8976
C -0.7075 3.1521 1.2870
C -0.9371 3.0765 2.8004
C -1.4745 4.3831 0.7585
N -1.1989 1.9159 0.6520
C -2.5883 1.5542 0.9383
C -3.1413 0.5541 -0.0691
N -2.4452 -0.7463 -0.0752
C -2.4382 -1.4002 -1.3994
C -1.6799 -0.6764 -2.5532
O -1.8444 0.5552 -2.6998
O -0.9749 -1.4050 -3.2666
H -4.7148 -2.7549 1.5467
H -4.0682 -3.2144 -0.0333
H -4.9602 -1.6987 0.1544
H -3.1571 -1.0067 1.8481
H -1.6155 -3.2880 0.5286
H -2.3267 -3.3525 2.1319
H -1.4635 -1.9787 3.9644
H -1.4551 -0.4306 3.1131
H 0.0376 -1.0675 3.8130
H 0.0032 -3.9041 3.0346
H 1.3512 -2.8320 2.6470
H 0.5993 -3.8039 1.3717
H 0.4725 -1.7378 0.2749
H -0.8830 -0.7331 0.4681
H 1.6589 -0.5643 2.1476
H 0.3308 0.6255 1.9517
H 0.8508 0.7952 -0.4658
H 2.2055 -0.3273 -0.2268
H 4.1484 0.9737 -0.6056
H 3.9421 2.7116 -0.3781
H 2.8249 3.4155 1.2053
H 1.4433 1.6729 3.2721
H 2.0119 3.3344 3.4432
H 3.1591 2.0349 3.1039
H 0.8358 3.4012 -0.1928
H 0.9442 4.4577 1.1971
H -0.3733 3.8650 3.2980
H -0.6283 2.1183 3.2189
H -1.9937 3.2199 3.0381
H -1.1057 5.2918 1.2352
H -2.5436 4.3171 0.9655
H -1.3305 4.4785 -0.3200
H -1.0671 2.0079 -0.3538
H -3.2723 2.4124 0.9116
H -2.6359 1.1533 1.9579
H -3.0268 0.9752 -1.0645
H -4.2146 0.4195 0.1194
H -3.4607 -1.5446 -1.7731
H -1.9762 -2.3828 -1.3150
O 3.9274 -4.1058 -5.9287
C 3.2671 -3.2538 -5.1152
C 2.8669 -1.9822 -5.5125
C 2.2027 -1.1868 -4.5992
N 1.9181 -1.5781 -3.3645
C 2.2998 -2.7834 -3.0218
Br 1.8527 -3.3186 -1.2561
C 2.9788 -3.6785 -3.8226
H 4.0763 -3.6942 -6.7849
H 3.0795 -1.6207 -6.5113
H 1.8956 -0.1833 -4.8592
H 3.2815 -4.6597 -3.4892
*
```

Properties
E_LUMO   0.25 eV
Highest occupied orbital energy   -0.269 Ha
Frontier orbital gap   7.568 eV



No. 4
Molecular formula: C25H43Cl3N5O4RhSi
Method: DFT, ωB97M-V/def2-TZVPD

Structure (ORCA input):
```
! RIJCOSX wB97M-V def2-TZVPD def2/J DEFGRID3
* xyz 0 5
C -0.9717 -2.2368 -5.0505
C -1.0960 -2.8708 -3.6989
H -0.0113 -1.7041 -5.1470
H -1.7832 -1.5230 -5.2564
H -1.0137 -3.0125 -5.8229
C -1.2702 -4.1935 -3.5094
C -1.2379 -5.2292 -4.5769
H -1.4689 -4.5760 -2.5063
H -2.1328 -5.2286 -5.2194
H -1.2108 -6.2098 -4.0821
H -0.3482 -5.1466 -5.2237
Rh -1.7338 1.7125 1.6384
Cl -2.8559 3.1064 0.1826
Cl 0.5357 0.9699 -0.8325
H 1.4862 5.9586 3.7917
H -0.4600 7.0476 4.1362
C 1.1542 5.1852 3.0957
C -0.8508 6.6757 3.1837
N -0.2721 5.3670 2.9141
H 1.3633 4.1913 3.5057
C -0.9685 4.3702 2.3682
O -0.3709 3.3020 2.0564
H -1.9379 6.5711 3.2378
H -2.0386 4.5413 2.2005
H 1.6941 5.3004 2.1449
H -0.5971 7.4033 2.3988
H 3.2941 -0.4540 -2.7355
H 2.8077 -2.5965 -1.6918
C 3.8668 -0.0941 -1.8754
C 3.5174 -2.3238 -0.8999
N 3.5074 -0.8840 -0.7169
H 3.6369 0.9539 -1.6767
C 3.6357 -0.3405 0.5297
O 3.8057 0.8540 0.7521
H 3.2146 -2.8078 0.0373
H 3.5576 -1.1046 1.3346
H 4.9367 -0.2081 -2.1094
H 4.5149 -2.6932 -1.1960
O -0.2578 -0.8209 -2.7759
C -1.1259 -1.9141 -2.5053
C 0.3386 -3.3867 -1.0460
C -0.7322 -2.5074 -1.1695
H 0.9773 -3.5785 -1.9157
C 0.5524 -4.0415 0.1745
H -2.1654 -1.5629 -2.4067
C -1.4800 -2.1478 -0.0501
H 1.4000 -4.7203 0.2830
C -0.3417 -3.8433 1.2349
C -1.3363 -2.8667 1.1342
H -2.1983 -1.3281 -0.1189
H -0.2550 -4.4416 2.1459
H -1.9905 -2.6368 1.9772
Si -0.3383 0.8004 -2.8323
Cl -3.2301 0.1903 1.6293
C 1.0739 1.0668 -4.0807
C -0.5948 2.7684 -2.5925
C -2.2115 0.9281 -3.3473
H 1.8196 0.2656 -4.0344
H 1.5908 2.0230 -3.9120
H 0.6775 1.0774 -5.1038
H -2.6814 -0.0215 -3.6364
H -2.3036 1.5998 -4.2149
H -2.7974 1.3548 -2.5195
H -1.3641 2.9726 -1.8300
H -0.9103 3.2444 -3.5287
H 0.3201 3.2707 -2.2609
C -1.4390 0.8674 6.6251
N -0.8103 0.4433 5.3789
C -0.0366 -0.6756 5.3426
C 0.4760 -1.1285 4.1660
C 0.2329 -0.3824 2.9885
N -0.5314 0.7021 3.0682
C -1.1293 1.1146 4.2119
O -1.9613 2.0458 4.1610
N 0.7404 -0.7204 1.7985
H -2.5285 0.7863 6.5561
H -1.1742 1.9070 6.8447
H -1.0806 0.2238 7.4304
H 0.1178 -1.1663 6.3056
H 1.0615 -2.0358 4.0998
H 1.2434 -1.5919 1.6899
H 0.4848 -0.2069 0.9542
*
```

Properties
E_LUMO (spin up / spin down)   -0.35 / -3.04 eV
Highest occupied orbital energy (spin up / spin down)   -0.234 / -0.232 Ha
<S²>   6.0114
Frontier orbital gap (spin up / spin down)   6.021 / 3.271 eV



no.,electronic energy (Ha)
1,-2938.747162
2,-7089.966723
3,-4222.530980
4,-3333.743621